(1)
{"formula": "C34H31CaN5O2", "method": "ωB97M-V/def2-TZVPD", "symbols": ["Ca", "O", "C", "N", "C", "C", "C", "C", "C", "C", "N", "C", "O", "C", "C", "C", "C", "C", "N", "C", "C", "C", "C", "C", "N", "H", "H", "H", "H", "H", "H", "H", "H", "H", "H", "H", "H", "C", "N", "C", "C", "C", "C", "C", "C", "C", "C", "H", "H", "H", "H", "H", "H", "H", "H", "H", "H", "H", "H", "C", "C", "C", "C", "C", "C", "C", "H", "H", "H", "H", "H", "H", "H"], "coordinates": [[-0.8639, -0.5884, 0.0696], [-2.2824, -4.3659, -1.3513], [-1.6418, -3.3116, -1.1655], [-2.1505, -2.0671, -1.0066], [-3.4577, -1.6774, -1.2932], [-4.4009, -2.4639, -1.9560], [-5.6560, -1.9578, -2.2937], [-5.9907, -0.6577, -1.9681], [-5.0755, 0.1510, -1.2921], [-3.8177, -0.3291, -0.9287], [-2.8665, 0.3812, -0.1830], [-3.0578, 1.6041, 0.3558], [-3.9467, 2.4314, 0.0783], [-2.0634, 1.9639, 1.4390], [-2.2413, 3.1528, 2.1132], [-1.4607, 3.5070, 3.2179], [-0.5026, 2.5360, 3.6479], [-0.3370, 1.3957, 2.9162], [-1.0288, 1.0637, 1.7910], [-0.1418, -3.3746, -1.1114], [0.4668, -4.5906, -1.3837], [1.8377, -4.7232, -1.5428], [2.6085, -3.5200, -1.4714], [1.9675, -2.3511, -1.1721], [0.6429, -2.1998, -0.9265], [-4.1264, -3.4807, -2.1933], [-6.3642, -2.5960, -2.8142], [-6.9641, -0.2545, -2.2310], [-5.3189, 1.1690, -1.0296], [-3.0435, 3.7876, 1.7567], [-1.6341, 4.4266, 3.7624], [0.1196, 2.6905, 4.5221], [0.4217, 0.6768, 3.2238], [-0.2024, -5.4350, -1.4966], [2.2864, -5.6827, -1.7672], [3.6771, -3.5054, -1.6528], [2.5589, -1.4381, -1.1120], [2.8100, 4.8953, -1.4630], [1.5121, 4.7618, -0.8520], [1.0443, 5.9907, -0.2567], [1.3281, 3.5503, -0.0655], [2.3465, 3.2982, 1.0351], [2.4735, 4.2316, 2.0628], [3.4028, 4.0799, 3.0781], [4.2197, 2.9590, 3.0985], [4.0815, 2.0065, 2.1029], [3.1525, 2.1553, 1.0725], [2.7919, 5.7221, -2.1787], [3.0710, 3.9853, -2.0049], [3.6181, 5.0980, -0.7358], [0.8524, 6.7258, -1.0452], [1.7692, 6.4482, 0.4404], [0.1148, 5.8087, 0.2839], [1.3213, 2.7085, -0.7601], [0.3344, 3.5882, 0.3832], [1.7979, 5.0767, 2.0812], [3.4711, 4.8209, 3.8657], [4.9431, 2.8181, 3.8928], [4.6950, 1.1116, 2.1222], [3.0800, 1.0742, 0.0200], [3.6434, 1.4862, -1.3217], [2.9870, 1.1390, -2.4979], [3.4928, 1.5197, -3.7333], [4.6688, 2.2519, -3.8069], [5.3374, 2.5938, -2.6387], [4.8276, 2.2139, -1.4065], [3.6268, 0.1989, 0.3799], [2.0557, 0.7252, -0.1381], [2.0687, 0.5639, -2.4467], [2.9608, 1.2454, -4.6353], [5.0595, 2.5566, -4.7702], [6.2552, 3.1680, -2.6843], [5.3356, 2.5057, -0.4945]], "forces_ev_per_angstrom": [[0.77, -0.04, 0.35], [0.00, -0.02, -0.06], [-0.05, 0.02, -0.02], [-0.01, -0.02, -0.08], [-0.06, 0.06, 0.00], [-0.02, 0.01, -0.01], [0.02, -0.08, -0.02], [0.00, 0.08, 0.03], [-0.05, -0.04, -0.02], [0.06, 0.01, 0.02], [-0.26, -0.07, -0.03], [0.11, 0.12, 0.15], [-0.12, -0.02, -0.03], [-0.02, -0.17, -0.20], [0.08, 0.18, 0.17], [-0.10, -0.06, -0.16], [0.13, 0.01, 0.01], [0.09, 0.00, -0.08], [-0.13, 0.13, -0.20], [0.10, 0.16, -0.16], [-0.01, -0.10, 0.03], [-0.10, -0.01, 0.01], [0.03, 0.05, 0.00], [0.09, 0.05, 0.11], [-0.39, -0.12, 0.02], [-0.01, 0.00, -0.01], [-0.01, 0.01, 0.00], [0.00, -0.01, -0.01], [-0.01, 0.00, 0.00], [0.00, -0.01, 0.00], [0.02, 0.00, 0.00], [-0.01, 0.02, 0.01], [0.00, 0.00, 0.01], [0.02, -0.01, 0.00], [0.03, 0.01, 0.00], [0.00, -0.01, 0.00], [0.01, -0.02, 0.02], [0.06, 0.01, -0.07], [-0.11, 0.03, -0.09], [0.08, 0.07, 0.04], [-0.03, -0.17, 0.09], [0.02, 0.02, 0.04], [-0.08, 0.00, 0.01], [0.01, -0.03, 0.03], [-0.01, 0.05, -0.01], [-0.08, -0.04, -0.02], [0.12, 0.02, 0.01], [-0.02, 0.01, 0.01], [-0.09, 0.10, 0.02], [-0.02, -0.01, -0.01], [-0.02, -0.02, 0.01], [-0.04, -0.01, -0.02], [-0.01, 0.02, -0.02], [0.01, 0.03, 0.01], [-0.10, -0.04, 0.06], [0.03, -0.03, 0.04], [-0.01, 0.00, -0.01], [0.00, 0.00, -0.01], [0.00, 0.01, 0.01], [-0.09, -0.09, -0.10], [0.09, -0.03, -0.03], [-0.01, 0.00, -0.02], [0.00, 0.01, 0.04], [0.01, 0.01, -0.02], [0.05, -0.04, 0.03], [0.03, -0.10, -0.02], [0.02, 0.01, 0.01], [0.01, 0.09, 0.13], [0.00, 0.00, -0.01], [0.00, 0.00, 0.00], [0.01, 0.00, 0.01], [0.00, 0.00, -0.02], [0.01, 0.01, 0.00]], "e_lumo_ev": [4.0, 4.0], "energy_ev": -65747.6395, "orbital_gap_ev": [3.30, 3.32], "homo_energy_ev": [0.72, 0.70], "charge": -2, "e_above_lowest_ev": 1.027}

=====

(2)
{"formula": "C34H31F5N2", "method": "ωB97M-V/def2-TZVPD", "symbols": ["F", "C", "C", "C", "C", "C", "C", "H", "H", "H", "H", "H", "F", "C", "C", "C", "C", "C", "C", "H", "H", "H", "H", "H", "F", "C", "C", "C", "C", "C", "C", "H", "H", "H", "H", "H", "F", "C", "C", "C", "C", "C", "C", "H", "H", "H", "H", "H", "F", "C", "C", "C", "C", "C", "C", "H", "H", "H", "H", "H", "C", "C", "N", "H", "H", "H", "C", "C", "N", "H", "H", "H"], "coordinates": [[0.5250, -6.8655, 7.8287], [0.9562, -5.6419, 7.6434], [0.7524, -4.8043, 6.4980], [1.2199, -3.5161, 6.4732], [1.7468, -2.8942, 7.6072], [1.9836, -3.7035, 8.7373], [1.6178, -5.0286, 8.7105], [0.2349, -5.3046, 5.6928], [1.1595, -3.0269, 5.5123], [2.0320, -1.8561, 7.6931], [2.3913, -3.2179, 9.6117], [1.8058, -5.7589, 9.4836], [4.0242, 0.2652, -7.6299], [4.0102, 1.0788, -6.5526], [3.9186, 2.4834, -6.6712], [3.8324, 3.2352, -5.5113], [4.0176, 2.6184, -4.2237], [4.2692, 1.2262, -4.2068], [4.1832, 0.4816, -5.3320], [3.7273, 2.9124, -7.6437], [3.5537, 4.2783, -5.4851], [3.8904, 3.2856, -3.3840], [4.5556, 0.7363, -3.2879], [4.2681, -0.5909, -5.2367], [-3.3265, 3.1065, -2.8692], [-4.1623, 2.1491, -3.4309], [-5.4668, 2.5665, -3.4582], [-6.4389, 1.6814, -4.0266], [-5.9572, 0.4167, -4.4883], [-4.5779, 0.1085, -4.5287], [-3.6364, 1.0092, -4.0519], [-5.7300, 3.5769, -3.1821], [-7.4325, 1.9124, -4.3814], [-6.6769, -0.2910, -4.8725], [-4.1209, -0.7390, -5.0177], [-2.5741, 0.8145, -4.0540], [-0.0891, -3.6345, -6.1234], [-0.8813, -4.0939, -7.1207], [-0.8041, -3.5091, -8.3965], [-1.8220, -3.8866, -9.3960], [-2.7166, -4.9349, -9.0843], [-2.7212, -5.4772, -7.8207], [-1.8578, -5.0725, -6.7885], [-0.0025, -2.8207, -8.6200], [-1.6856, -3.5699, -10.4194], [-3.4411, -5.3462, -9.7716], [-3.3856, -6.2565, -7.4776], [-1.9864, -5.4158, -5.7726], [0.9487, 3.8622, 10.2809], [0.2078, 4.0653, 9.1712], [-0.4489, 2.9747, 8.4915], [-1.2380, 3.2459, 7.4137], [-1.4508, 4.5389, 7.0185], [-0.9483, 5.6230, 7.7122], [-0.0691, 5.4222, 8.7554], [-0.4032, 2.0049, 8.9646], [-1.6340, 2.3743, 6.9138], [-1.9270, 4.5926, 6.0506], [-1.0503, 6.6198, 7.3092], [0.4791, 6.2494, 9.1815], [3.8784, 2.9870, 3.9537], [3.7369, 4.1284, 3.0036], [3.7108, 5.0102, 2.3104], [3.8260, 1.9827, 3.5332], [3.1647, 3.0707, 4.7733], [4.8460, 2.9648, 4.4550], [0.2911, -1.0288, -0.5053], [0.0286, -0.1455, 0.6802], [-0.1197, 0.5837, 1.5797], [0.8776, -0.5738, -1.3035], [-0.6700, -1.3643, -0.8948], [0.7814, -1.8741, -0.0225]], "forces_ev_per_angstrom": [[-0.41, -0.99, -0.65], [0.93, 4.57, -0.30], [-0.31, -3.27, 1.31], [0.05, 0.78, -0.08], [0.35, -1.26, 0.68], [-0.51, 1.02, -0.99], [-0.30, -1.87, 0.08], [0.07, 0.41, -0.52], [-0.19, 0.45, 0.10], [-0.05, 0.06, -0.51], [0.16, -0.32, 0.17], [0.20, 0.43, 0.71], [-0.20, 0.47, -0.16], [0.42, 1.07, -0.06], [-0.74, -1.20, -0.23], [0.09, -1.13, 2.06], [-0.11, -0.13, -2.47], [-0.19, 2.34, 1.83], [0.15, -1.07, -0.70], [0.18, 0.08, -0.09], [0.21, 0.12, -0.46], [0.33, -0.44, 0.39], [-0.29, -0.02, 0.22], [0.14, -0.10, -0.33], [-0.07, -1.13, -0.49], [1.17, 1.34, 0.11], [-2.12, -1.26, -1.22], [2.63, -1.21, -0.67], [0.33, 0.83, 0.25], [-0.15, 0.71, -0.03], [-1.02, 0.78, 1.26], [0.12, -0.05, 0.26], [-0.21, 0.45, 0.82], [0.03, -0.04, -0.20], [-0.69, -0.50, -0.02], [-0.01, 0.07, -0.09], [0.13, -0.17, -0.36], [-1.41, -0.18, -0.33], [-2.10, -1.29, -0.67], [2.02, -1.18, 2.04], [0.48, 0.99, -0.21], [0.66, -0.21, 2.17], [0.70, 1.47, -1.58], [-0.13, 0.15, -0.04], [-0.25, 0.37, 0.05], [0.12, 0.30, -0.40], [-0.45, -0.09, -0.62], [0.23, -0.14, -0.04], [-0.08, -0.14, -0.56], [-2.14, 0.90, -1.49], [1.72, 1.64, 2.95], [0.25, -0.72, 0.26], [-0.51, -0.19, -1.20], [0.78, -0.10, -0.70], [0.85, -2.27, 0.86], [0.30, -0.23, -0.27], [-0.32, 0.25, -0.37], [-0.44, 0.78, 0.09], [-0.27, 0.09, 0.08], [-0.12, -0.02, 0.33], [0.15, 0.19, 0.32], [0.59, -3.82, 2.83], [-0.23, 2.68, -2.14], [-0.48, 0.33, -0.51], [-0.25, 0.03, -0.27], [0.20, 0.59, -0.24], [-0.65, 0.17, 1.58], [0.05, 1.62, 0.44], [0.24, -1.64, -1.71], [0.04, 0.10, 0.39], [0.08, 0.01, -0.06], [0.25, -0.24, -0.64]], "smiles": "Fc1ccccc1.Fc1ccccc1.Fc1ccccc1.Fc1ccccc1.Fc1ccccc1.CC#N.CC#N", "e_lumo_ev": 0.2, "energy_ev": -52324.7034, "orbital_gap_ev": 9.22, "homo_energy_ev": -9.07, "e_above_lowest_ev": 2.478}

=====

(3)
{"formula": "C34H31F6MgN9O7S6", "method": "ωB97M-V/def2-TZVPD", "symbols": ["Mg", "N", "C", "N", "C", "C", "S", "C", "C", "S", "C", "N", "N", "H", "H", "H", "H", "H", "H", "O", "S", "O", "N", "C", "C", "C", "C", "C", "C", "C", "C", "N", "C", "C", "C", "C", "C", "C", "C", "H", "H", "H", "H", "H", "H", "H", "H", "H", "H", "H", "F", "C", "F", "F", "S", "O", "O", "N", "S", "O", "O", "C", "F", "F", "F", "C", "C", "C", "N", "C", "S", "N", "C", "O", "C", "C", "C", "C", "C", "C", "H", "H", "H", "H", "H", "H", "H", "H", "H", "H", "H", "H", "H", "H"], "coordinates": [[-0.0364, 1.7442, -1.6399], [1.5660, 4.6221, -0.6888], [0.4243, 4.3269, -0.0375], [-0.4165, 3.4119, -0.4059], [-1.5368, 3.3831, 0.3743], [-1.5704, 4.3224, 1.3574], [-0.1290, 5.2726, 1.3142], [-2.4588, 2.3029, 0.1089], [-3.6511, 2.0562, 0.7089], [-4.3265, 0.5819, 0.1197], [-2.9160, 0.3826, -0.9059], [-2.0612, 1.3547, -0.8035], [-2.7705, -0.7318, -1.6386], [1.8570, 3.9128, -1.3496], [2.2950, 5.0769, -0.1605], [-2.3190, 4.5034, 2.1023], [-4.1546, 2.6361, 1.4538], [-3.5732, -1.2948, -1.8534], [-1.9406, -0.8010, -2.2107], [1.5456, 2.7209, 1.6297], [1.1619, 1.4503, 1.0586], [-0.2481, 1.1474, 1.1660], [1.5341, 1.3418, -0.4889], [2.8458, 1.3583, -0.8392], [3.9135, 1.5283, 0.0313], [5.2323, 1.4677, -0.4251], [5.5282, 1.2858, -1.7498], [4.4816, 1.1192, -2.6754], [4.6857, 0.8894, -4.0512], [3.6127, 0.5908, -4.8457], [2.3290, 0.5482, -4.2741], [2.0949, 0.8482, -3.0223], [3.1361, 1.1192, -2.2179], [2.0238, 0.1810, 2.0050], [2.4309, -1.0125, 1.4406], [3.0548, -1.9554, 2.2434], [3.2597, -1.7038, 3.5910], [2.8483, -0.5023, 4.1480], [2.2281, 0.4435, 3.3485], [3.7246, 1.7157, 1.0758], [6.0338, 1.5480, 0.2940], [6.5522, 1.2435, -2.0871], [5.6875, 0.9342, -4.4552], [3.7373, 0.3828, -5.8971], [1.4793, 0.2733, -4.8846], [2.2576, -1.1973, 0.3917], [3.3929, -2.8852, 1.8110], [3.7341, -2.4520, 4.2080], [3.0194, -0.2964, 5.1933], [1.8993, 1.3961, 3.7325], [1.9083, 3.9805, -6.1263], [1.6739, 4.0782, -4.8248], [2.6553, 3.4442, -4.1795], [1.7515, 5.3642, -4.4857], [0.0305, 3.3783, -4.2270], [0.3025, 3.2009, -2.8307], [-0.9596, 4.3299, -4.5866], [-0.0820, 2.0264, -5.0072], [-0.9500, 0.9045, -4.3679], [-0.6758, 0.5516, -3.0009], [-1.1363, -0.1932, -5.2487], [-2.6367, 1.7279, -4.2247], [-2.6114, 2.6079, -3.2142], [-2.9943, 2.3535, -5.3360], [-3.5958, 0.8345, -3.9377], [-0.8271, -5.5909, 1.2614], [-2.3327, -5.4146, 1.1227], [-2.6814, -4.1809, 0.2810], [-2.6504, -2.9569, 1.0431], [-1.6845, -2.0220, 0.9819], [-0.3935, -2.1180, -0.0445], [-1.8580, -0.9036, 1.7574], [-2.5328, -0.7537, 2.9526], [-2.9596, 0.3205, 3.3082], [-2.6080, -1.9765, 3.7969], [-3.7361, -2.2364, 4.5673], [-3.7678, -3.3530, 5.3844], [-2.6707, -4.1972, 5.4475], [-1.5268, -3.9132, 4.7175], [-1.4929, -2.8055, 3.8914], [-0.5961, -6.4059, 1.9413], [-0.3731, -4.6774, 1.6329], [-0.3838, -5.8149, 0.2956], [-2.7929, -5.3182, 2.1093], [-2.7673, -6.2965, 0.6494], [-3.6869, -4.2886, -0.1385], [-1.9599, -4.0729, -0.5312], [-3.3941, -2.8241, 1.7143], [-1.3302, -0.0746, 1.4467], [-4.5709, -1.5537, 4.5192], [-4.6449, -3.5645, 5.9783], [-2.6999, -5.0708, 6.0827], [-0.6623, -4.5555, 4.7940], [-0.5973, -2.5617, 3.3387]], "forces_ev_per_angstrom": [[-0.43, -0.61, 1.34], [0.38, -0.05, -0.23], [-0.62, 1.00, 0.42], [0.03, 0.16, -0.16], [-0.10, 0.93, 0.90], [0.05, -0.27, -0.41], [-0.09, -0.04, -0.33], [-1.26, -0.26, 0.61], [0.39, 0.13, -0.38], [0.27, 0.09, -0.26], [-0.87, 0.05, 0.52], [0.49, -0.28, -0.46], [0.03, -0.03, -0.25], [0.22, 0.25, 0.14], [-0.03, -0.19, -0.09], [-0.13, -0.07, 0.14], [-0.09, 0.11, 0.17], [0.09, 0.00, -0.03], [-0.25, -0.20, 0.11], [0.42, -0.37, 0.38], [0.30, -0.22, 0.73], [0.20, -0.03, 0.09], [-0.45, -0.60, 1.24], [1.52, 0.03, -0.01], [-0.39, 0.13, -0.24], [0.32, -0.08, -0.35], [0.10, 0.09, 0.27], [-0.41, -0.07, 0.12], [-0.29, -0.07, -0.10], [0.26, -0.07, 0.03], [0.23, -0.12, 0.07], [-0.37, -0.14, -0.25], [0.73, 0.02, 0.12], [-0.19, 0.24, -0.34], [0.00, -0.05, -0.12], [0.00, 0.01, -0.09], [-0.05, -0.02, 0.01], [-0.04, 0.01, -0.08], [-0.07, 0.20, -0.01], [0.13, 0.05, 0.03], [0.08, 0.10, 0.07], [0.12, 0.01, -0.07], [0.08, -0.03, -0.03], [-0.01, -0.03, -0.09], [0.22, -0.09, -0.05], [0.04, -0.02, -0.05], [-0.01, -0.09, -0.05], [0.10, -0.04, 0.06], [-0.02, 0.01, 0.11], [0.04, 0.10, 0.19], [-0.52, -0.23, 0.02], [0.52, 0.03, 0.17], [-0.01, -0.04, 0.02], [-0.46, -0.10, 0.05], [0.80, 1.66, -1.99], [0.37, 0.46, 0.29], [0.00, 0.27, -0.06], [0.02, -0.09, 0.10], [-2.27, -0.05, -1.76], [0.26, -0.52, 0.11], [0.29, -0.16, -0.27], [-0.68, -0.09, 0.23], [0.09, -0.01, -0.24], [0.33, -0.12, -0.02], [0.44, -0.08, -0.17], [-0.24, -0.03, 0.11], [0.06, 0.15, -0.15], [-0.06, -0.51, -0.04], [0.00, 0.45, 0.23], [-0.38, -0.34, -0.12], [0.57, -0.08, -0.32], [0.17, 0.35, -0.07], [-0.16, -0.14, -0.01], [-0.03, 0.04, 0.10], [0.03, -0.09, 0.48], [0.12, 0.09, -0.15], [-0.09, -0.06, 0.01], [0.00, -0.05, 0.07], [0.03, -0.03, -0.01], [-0.09, 0.02, 0.10], [0.09, -0.10, 0.11], [0.15, 0.11, 0.08], [0.12, 0.01, -0.13], [-0.08, -0.01, 0.02], [-0.04, -0.03, -0.01], [0.07, 0.06, -0.01], [-0.18, 0.00, -0.02], [0.07, 0.01, -0.09], [-0.04, -0.23, 0.08], [-0.10, 0.07, 0.00], [-0.07, -0.01, 0.02], [0.00, -0.05, 0.05], [0.08, -0.05, 0.00], [0.10, -0.03, -0.12]], "e_lumo_ev": 0.3, "energy_ev": -150270.8320, "orbital_gap_ev": 7.79, "homo_energy_ev": -7.52, "e_above_lowest_ev": 1.780}